ORCA calculation (wB97M-V/def2-TZVPD) on a 8-piece molecular cluster, C8H32N14O8 overall in a non-equilibrium geometry.

Last columns: bonded neighbours and bond lengths (Å).
Element x y z (Å)
1 H 14.175 11.197 7.381  N12 0.996
2 N 10.151 9.834 7.805  H13 1.007, H25 0.979, C38 1.385
3 H 7.343 12.420 11.035  N43 1.017
4 H 11.499 9.909 5.272  N7 1.000
5 N 7.645 8.056 8.597  H39 1.027, H45 0.977, C57 1.358
6 H 12.199 8.608 8.664  N44 1.033
7 N 12.137 10.652 5.074  H4 1.000, C17 1.374, H40 0.993
8 O 13.325 11.578 11.236  C24 1.427, H62 0.968
9 N 12.270 6.396 5.405  H15 0.994, C21 1.351, H50 0.974
10 H 12.551 9.655 9.931  N44 1.035
11 H 7.113 9.257 6.497  N36 1.019
12 N 13.668 11.692 8.081  H1 0.996, H20 1.046, C23 1.378
13 H 9.364 10.458 7.729  N2 1.007
14 H 6.457 8.019 5.603  N36 1.007
15 H 12.581 5.487 5.150  N9 0.994
16 O 11.287 13.138 12.121  C27 1.232
17 C 13.380 10.077 4.965  N7 1.374, N48 1.400, O59 1.234
18 H 10.684 10.899 11.960  N54 0.997
19 O 12.897 13.098 6.380  C23 1.247
20 H 14.066 11.764 9.045  N12 1.046
21 C 10.968 6.581 5.717  N9 1.351, N53 1.360, O58 1.208
22 H 15.035 11.607 12.395  C24 1.101
23 C 13.022 12.803 7.585  N12 1.378, O19 1.247, N61 1.392
24 C 13.966 11.362 12.493  O8 1.427, H22 1.101, H26 1.099, H35 1.126
25 H 10.226 8.917 7.468  N2 0.979
26 H 13.531 12.001 13.275  C24 1.099
27 C 10.407 12.621 12.811  O16 1.232, N49 1.337, N54 1.352
28 H 8.659 11.662 10.326  N43 1.021
29 C 6.987 11.474 9.142  O37 1.193, N42 1.365, N43 1.409
30 H 14.287 11.979 4.935  N48 0.991
31 H 15.383 10.747 4.923  N48 1.007
32 H 11.821 14.189 8.152  N61 1.028
33 H 9.611 13.004 14.545  N49 0.966
34 O 7.501 6.319 7.234  C57 1.204
35 H 13.972 10.281 12.805  C24 1.126
36 N 6.677 8.337 6.532  H11 1.019, H14 1.007, C57 1.368
37 O 7.464 10.923 8.196  C29 1.193
38 C 10.883 10.152 8.938  N2 1.385, N44 1.349, O51 1.220
39 H 7.696 9.045 8.869  N5 1.027
40 H 12.108 11.594 5.387  N7 0.993
41 H 5.156 11.558 8.249  N42 1.025
42 N 5.642 11.712 9.138  C29 1.365, H41 1.025, H56 1.008
43 N 7.640 11.715 10.366  H3 1.017, H28 1.021, C29 1.409
44 N 11.788 9.247 9.364  H6 1.033, H10 1.035, C38 1.349
45 H 8.058 7.342 9.120  N5 0.977
46 H 9.773 14.260 13.604  N49 0.981
47 H 9.452 10.741 13.173  N54 1.008
48 N 14.416 11.005 4.811  C17 1.400, H30 0.991, H31 1.007
49 N 9.588 13.297 13.624  C27 1.337, H33 0.966, H46 0.981
50 H 12.863 7.141 5.198  N9 0.974
51 O 10.709 11.210 9.519  C38 1.220
52 H 11.900 13.007 9.248  N61 1.034
53 N 10.180 5.490 5.914  C21 1.360, H55 1.031, H60 1.047
54 N 10.101 11.313 12.655  H18 0.997, C27 1.352, H47 1.008
55 H 10.554 4.544 6.081  N53 1.031
56 H 5.132 12.285 9.792  N42 1.008
57 C 7.286 7.489 7.417  N5 1.358, O34 1.204, N36 1.368
58 O 10.536 7.709 5.686  C21 1.208
59 O 13.599 8.863 4.930  C17 1.234
60 H 9.236 5.620 6.346  N53 1.047
61 N 12.497 13.572 8.620  C23 1.392, H32 1.028, H52 1.034
62 H 12.498 12.068 11.353  O8 0.968

Calculated values
SMILES: NC(N)=O.NC(N)=O.NC(N)=O.NC(N)=O.NC(N)=O.NC(N)=O.NC(N)=O.CO
Kohn-Sham gap (eV): 9.51
LUMO level (eV): 0.26
Relative energy (zero: lowest compared OMol25 entry of this formula, charge and spin) (kcal per mole): 0.49
HOMO (eV): -9.25



ORCA calculation (wB97M-V/def2-TZVPD) on a 8-piece molecular cluster, C8H32N2O8 overall in a non-equilibrium geometry.

Last columns: bonded neighbours and bond lengths (Å).
Element x y z (Å)
1 O 10.592 1.181 22.610  H17 0.960, C19 1.379
2 O 14.166 5.383 19.309  H36 0.998, C38 1.347
3 H 13.971 1.353 22.476  C4 1.077
4 C 14.089 1.057 21.447  H3 1.077, H33 1.098, H34 1.144, O37 1.417
5 C 14.287 1.486 17.693  O20 1.391, H23 1.065, H41 1.050, H49 1.173
6 O 10.216 -0.441 19.442  C32 1.374, H40 0.934
7 N 13.615 -1.497 19.215  H8 1.047, H24 1.042, C39 1.283
8 H 12.653 -1.707 18.859  N7 1.047
9 H 18.315 2.763 18.572  O18 0.922
10 H 16.672 1.933 19.790  C50 1.068
11 H 10.846 -1.535 23.408  C43 1.099
12 H 14.541 3.410 17.687  O20 0.975
13 H 11.032 1.299 19.539  C32 1.020
14 H 16.079 5.290 19.715  C38 1.091
15 H 13.277 -3.468 17.880  N27 1.077
16 H 15.124 3.873 20.179  C38 1.105
17 H 9.719 0.903 22.895  O1 0.960
18 O 18.587 2.365 19.358  H9 0.922, C50 1.457
19 C 10.574 2.500 22.212  O1 1.379, H21 1.108, H28 1.065, H31 1.111
20 O 13.799 2.785 17.592  C5 1.391, H12 0.975
21 H 11.445 3.060 22.604  C19 1.108
22 H 10.109 -3.527 22.813  O44 0.988
23 H 13.869 0.935 18.502  C5 1.065
24 H 13.740 -0.797 19.977  N7 1.042
25 H 17.646 0.836 20.687  C50 1.100
26 H 11.596 0.319 18.215  C32 1.060
27 N 14.306 -3.237 18.100  H15 1.077, C39 1.339, H46 1.043
28 H 9.683 3.029 22.460  C19 1.065
29 O 15.841 -1.626 18.933  C39 1.310
30 H 14.891 5.330 21.213  C38 1.139
31 H 10.609 2.607 21.107  C19 1.111
32 C 10.775 0.640 18.804  O6 1.374, H13 1.020, H26 1.060, H47 1.118
33 H 14.006 1.981 20.860  C4 1.098
34 H 15.015 0.385 21.417  C4 1.144
35 H 12.346 -1.859 22.298  C43 1.084
36 H 13.265 5.262 19.721  O2 0.998
37 O 12.851 0.405 21.221  C4 1.417, H48 0.950
38 C 15.131 4.978 20.157  O2 1.347, H14 1.091, H16 1.105, H30 1.139
39 C 14.640 -2.120 18.760  N7 1.283, N27 1.339, O29 1.310
40 H 9.506 -0.231 20.011  O6 0.934
41 H 15.278 1.524 18.038  C5 1.050
42 H 17.368 0.668 18.844  C50 1.157
43 C 11.297 -2.008 22.524  H11 1.099, H35 1.084, O44 1.395, H45 1.038
44 O 11.056 -3.381 22.574  H22 0.988, C43 1.395
45 H 10.758 -1.623 21.724  C43 1.038
46 H 14.978 -3.804 17.540  N27 1.043
47 H 10.100 1.207 18.118  C32 1.118
48 H 12.176 0.843 21.725  O37 0.950
49 H 14.089 0.901 16.696  C5 1.173
50 C 17.582 1.378 19.732  H10 1.068, O18 1.457, H25 1.100, H42 1.157

Calculated values
SMILES: NC(N)=O.CO.CO.CO.CO.CO.CO.CO
Kohn-Sham gap (eV): 9.14
LUMO level (eV): -0.02
Relative energy (zero: lowest compared OMol25 entry of this formula, charge and spin) (kcal per mole): 67.71
HOMO (eV): -9.16



ORCA calculation (wB97M-V/def2-TZVPD) on a 8-piece molecular cluster, C8H32N6O8 overall in a non-equilibrium geometry.

Last columns: bonded neighbours and bond lengths (Å).
Element x y z (Å)
1 H 1.146 0.191 5.656  C8 1.090
2 N -1.079 1.289 0.913  H4 1.010, C23 1.285, H32 1.010
3 C -4.516 -0.376 3.280  O6 1.448, H9 1.090, H49 1.090, H51 1.090
4 H -0.363 1.892 1.293  N2 1.010
5 H 2.561 0.534 4.638  C8 1.090
6 O -4.898 0.429 2.138  C3 1.448, H29 0.960
7 O -1.769 -1.386 -5.085  H18 0.960, C30 1.423
8 C 2.076 0.755 5.588  H1 1.090, H5 1.090, H24 1.090, O37 1.422
9 H -5.357 -1.016 3.545  C3 1.090
10 N 3.605 -2.644 -1.266  H27 1.010, H36 1.010, C46 1.273
11 H 1.814 2.554 4.931  O37 0.960
12 N -1.506 -5.351 -0.921  H14 1.010, C22 1.272, H42 1.010
13 H 3.779 -0.340 -1.028  N44 1.010
14 H -1.240 -5.236 -1.889  N12 1.010
15 O -3.048 -5.258 0.680  C22 1.233
16 H -0.875 -0.094 -6.500  C30 1.090
17 H -1.887 -0.397 -1.528  N53 1.010
18 H -1.228 -2.177 -5.150  O7 0.960
19 O 0.192 0.355 -0.692  C23 1.226
20 H -1.372 0.460 -4.847  C30 1.090
21 O 2.470 3.848 2.296  C28 1.386, H34 0.960
22 C -2.685 -5.143 -0.494  N12 1.272, O15 1.233, N26 1.312
23 C -0.880 0.582 -0.142  N2 1.285, O19 1.226, N53 1.344
24 H 2.752 0.471 6.395  C8 1.090
25 H -4.302 -4.211 -1.173  N26 1.010
26 N -3.428 -4.635 -1.449  C22 1.312, H25 1.010, H41 1.010
27 H 2.802 -2.036 -1.346  N10 1.010
28 C 3.691 3.553 1.708  O21 1.386, H31 1.090, H35 1.090, H52 1.090
29 H -5.779 0.732 2.370  O6 0.960
30 C -0.890 -0.322 -5.434  O7 1.423, H16 1.090, H20 1.090, H38 1.090
31 H 4.340 4.429 1.713  C28 1.090
32 H -2.048 1.436 1.158  N2 1.010
33 H -0.573 5.364 -2.911  C48 1.090
34 H 2.334 4.798 2.287  O21 0.960
35 H 4.268 2.756 2.176  C28 1.090
36 H 3.565 -3.642 -1.112  N10 1.010
37 O 1.687 2.111 5.773  C8 1.422, H11 0.960
38 H 0.141 -0.372 -5.085  C30 1.090
39 H 0.816 3.149 -1.895  O43 0.960
40 H 5.434 -0.236 -0.975  N44 1.010
41 H -3.228 -5.006 -2.367  N26 1.010
42 H -0.844 -5.631 -0.211  N12 1.010
43 O 0.840 3.961 -2.407  H39 0.960, C48 1.447
44 N 4.647 -0.823 -1.213  H13 1.010, H40 1.010, C46 1.300
45 H -1.267 3.697 -2.517  C48 1.090
46 C 4.764 -2.117 -1.239  N10 1.273, N44 1.300, O54 1.229
47 H -2.856 0.126 -0.081  N53 1.010
48 C -0.516 4.458 -2.308  H33 1.090, O43 1.447, H45 1.090, H50 1.090
49 H -4.393 0.304 4.123  C3 1.090
50 H -0.701 4.564 -1.239  C48 1.090
51 H -3.604 -0.903 2.997  C3 1.090
52 H 3.587 3.202 0.682  C28 1.090
53 N -2.016 0.063 -0.639  H17 1.010, C23 1.344, H47 1.010
54 O 5.839 -2.711 -1.197  C46 1.229

Calculated values
SMILES: NC(N)=O.NC(N)=O.NC(N)=O.CO.CO.CO.CO.CO
Kohn-Sham gap (eV): 9.62
LUMO level (eV): 0.05
Relative energy (zero: lowest compared OMol25 entry of this formula, charge and spin) (kcal per mole): 68.17
HOMO (eV): -9.57



ORCA calculation (wB97M-V/def2-TZVPD) on a 8-piece molecular cluster, C8H32O8 overall in a non-equilibrium geometry.

Last columns: bonded neighbours and bond lengths (Å).
Element x y z (Å)
1 H -20.856 15.480 -3.138  C38 1.090
2 H -24.229 11.496 -5.514  C13 1.090
3 H -26.268 18.255 -1.609  C8 1.090
4 H -27.696 18.483 -2.612  C8 1.090
5 H -32.822 14.757 -2.053  C35 1.090
6 H -25.951 12.547 -6.763  O31 0.960
7 H -24.747 27.496 2.085  O27 0.960
8 C -26.683 18.842 -2.428  H3 1.090, H4 1.090, H26 1.090, O48 1.359
9 H -27.674 20.310 -1.904  O48 0.960
10 H -31.131 15.273 3.079  O32 0.960
11 H -20.957 14.123 -1.292  O20 0.960
12 H -25.632 26.339 -0.464  C41 1.090
13 C -24.159 12.410 -6.103  H2 1.090, O31 1.438, H39 1.090, H46 1.090
14 O -31.375 21.578 -0.421  C16 1.432, H28 0.960
15 H -34.583 13.532 -0.910  O33 0.960
16 C -32.296 20.530 -0.099  O14 1.432, H40 1.090, H42 1.090, H44 1.090
17 H -32.056 25.039 -6.320  C30 1.090
18 H -30.583 24.512 -5.624  C30 1.090
19 H -29.149 16.011 2.833  C36 1.090
20 O -20.246 13.839 -1.871  H11 0.960, C38 1.419
21 H -33.923 13.710 -2.785  C35 1.090
22 H -28.682 15.546 4.483  C36 1.090
23 O -32.555 23.839 -4.844  C30 1.450, H37 0.960
24 H -19.261 15.493 -2.661  C38 1.090
25 H -25.130 25.297 0.899  C41 1.090
26 H -26.053 18.623 -3.289  C8 1.090
27 O -24.601 27.293 1.159  H7 0.960, C41 1.420
28 H -31.517 22.193 0.303  O14 0.960
29 H -29.260 14.339 3.180  C36 1.090
30 C -31.600 24.801 -5.359  H17 1.090, H18 1.090, O23 1.450, H34 1.090
31 O -25.096 12.463 -7.192  H6 0.960, C13 1.438
32 O -30.728 15.422 3.937  H10 0.960, C36 1.412
33 O -34.682 14.461 -1.131  H15 0.960, C35 1.383
34 H -31.555 25.761 -4.845  C30 1.090
35 C -33.890 14.657 -2.247  H5 1.090, H21 1.090, O33 1.383, H47 1.090
36 C -29.349 15.318 3.651  H19 1.090, H22 1.090, H29 1.090, O32 1.412
37 H -32.100 23.414 -4.113  O23 0.960
38 C -20.049 14.783 -2.912  H1 1.090, O20 1.419, H24 1.090, H43 1.090
39 H -24.200 13.283 -5.451  C13 1.090
40 H -33.158 20.610 -0.761  C16 1.090
41 C -25.452 26.297 0.610  H12 1.090, H25 1.090, O27 1.420, H45 1.090
42 H -31.940 19.511 -0.256  C16 1.090
43 H -19.908 14.231 -3.841  C38 1.090
44 H -32.620 20.696 0.928  C16 1.090
45 H -26.403 26.435 1.125  C41 1.090
46 H -23.163 12.355 -6.543  C13 1.090
47 H -34.405 15.452 -2.787  C35 1.090
48 O -26.748 20.162 -2.112  C8 1.359, H9 0.960

Calculated values
SMILES: CO.CO.CO.CO.CO.CO.CO.CO
Kohn-Sham gap (eV): 10.44
LUMO level (eV): 0.10
Relative energy (zero: lowest compared OMol25 entry of this formula, charge and spin) (kcal per mole): 128.36
HOMO (eV): -10.34



ORCA calculation (wB97M-V/def2-TZVPD) on a 9-piece molecular cluster, C8H33N15O10 overall in a non-equilibrium geometry.

Last columns: bonded neighbours and bond lengths (Å).
Element x y z (Å)
1 N 1.439 3.983 -0.765  H6 1.002, H21 1.007, C37 1.348
2 O 0.574 2.585 -2.391  C37 1.222
3 N -0.743 3.606 -0.865  C37 1.360, H44 1.005, H47 1.009
4 C 3.477 0.945 3.490  O19 1.229, N35 1.354, N49 1.363
5 N -5.175 2.749 -0.155  C15 1.355, H23 1.006, H58 1.005
6 H 1.167 4.592 -0.017  N1 1.002
7 H 2.554 -1.445 0.973  N64 1.014
8 H -0.869 0.959 -3.801  N41 1.018
9 H 1.824 0.680 2.207  N49 1.018
10 N 3.046 0.648 -1.853  H30 1.006, H42 1.009, C45 1.348
11 N -2.438 -0.594 2.679  C46 1.324, H56 1.008, H65 1.015
12 H -1.807 -3.271 -2.525  N27 1.005
13 H 3.968 -2.309 0.280  N64 1.007
14 H -0.222 -1.562 2.224  N55 1.009
15 C -4.442 2.174 -1.139  N5 1.355, N34 1.349, O63 1.228
16 H -4.451 1.526 -2.962  N34 1.005
17 H -1.477 0.295 -0.281  O29 0.974
18 N 2.680 -2.746 3.120  H25 1.005, C38 1.346, H54 1.008
19 O 3.864 1.380 4.572  C4 1.229
20 H 1.559 1.424 3.787  N49 1.006
21 H 2.386 3.770 -1.035  N1 1.007
22 C -2.684 -2.587 -0.853  N27 1.346, N51 1.328, O52 1.234
23 H -5.925 3.365 -0.420  N5 1.006
24 C 0.138 -0.127 0.111  O28 1.256, O29 1.330, O48 1.258
25 H 2.834 -3.384 3.880  N18 1.005
26 H 1.708 -1.331 -2.041  N61 1.016
27 N -2.372 -2.524 -2.161  H12 1.005, C22 1.346, H60 1.005
28 O 0.316 -0.509 -1.072  C24 1.256
29 O -0.988 0.426 0.551  H17 0.974, C24 1.330
30 H 2.238 0.589 -1.257  N10 1.006
31 H -0.556 -0.485 -4.381  N41 1.015
32 H -0.694 -3.134 2.849  N55 1.010
33 H -3.883 -1.028 -1.076  N51 1.008
34 N -4.943 2.192 -2.392  C15 1.349, H16 1.005, H62 1.005
35 N 4.274 0.133 2.757  C4 1.354, H36 1.006, H43 1.009
36 H 3.946 -0.079 1.830  N35 1.006
37 C 0.466 3.317 -1.418  N1 1.348, O2 1.222, N3 1.360
38 C 3.439 -2.968 2.030  N18 1.346, N64 1.345, O66 1.236
39 O 4.492 -0.413 -3.201  C45 1.229
40 H 2.896 -2.261 -2.919  N61 1.011
41 N -0.199 0.197 -3.719  H8 1.018, H31 1.015, H50 1.018, H59 1.031
42 H 3.807 1.307 -1.917  N10 1.009
43 H 5.215 0.291 3.085  N35 1.009
44 H -0.707 4.025 0.048  N3 1.005
45 C 3.433 -0.422 -2.577  N10 1.348, O39 1.229, N61 1.322
46 C -2.143 -1.868 2.884  N11 1.324, N55 1.354, O57 1.218
47 H -1.448 2.913 -1.068  N3 1.009
48 O 0.947 -0.446 1.020  C24 1.258
49 N 2.174 1.027 3.098  C4 1.363, H9 1.018, H20 1.006
50 H 0.687 0.582 -4.042  N41 1.018
51 N -3.613 -1.744 -0.419  C22 1.328, H33 1.008, H53 1.007
52 O -2.129 -3.374 -0.082  C22 1.234
53 H -3.834 -1.568 0.548  N51 1.007
54 H 2.296 -1.815 3.165  N18 1.008
55 N -0.818 -2.133 2.804  H14 1.009, H32 1.010, C46 1.354
56 H -3.378 -0.371 2.967  N11 1.008
57 O -3.010 -2.648 3.235  C46 1.218
58 H -4.873 2.657 0.799  N5 1.005
59 H -0.132 -0.098 -2.733  N41 1.031
60 H -2.740 -1.723 -2.644  N27 1.005
61 N 2.672 -1.473 -2.328  H26 1.016, H40 1.011, C45 1.322
62 H -5.857 2.590 -2.523  N34 1.005
63 O -3.348 1.690 -0.858  C15 1.228
64 N 3.215 -2.213 0.940  H7 1.014, H13 1.007, C38 1.345
65 H -1.952 0.027 2.041  N11 1.015
66 O 4.118 -3.994 1.915  C38 1.236

Calculated values
Kohn-Sham gap (eV): 7.13
LUMO level (eV): -1.38
Relative energy (zero: lowest compared OMol25 entry of this formula, charge and spin) (kcal per mole): 60.08
HOMO (eV): -8.51